DFT (ωB97M-V with the def2-TZVPD basis set) results for C14H14BrNO2Ti as an isolated structure in a non-equilibrium geometry.

XYZ file:
```
33
Properties=species:S:1:pos:R:3
C -0.77 -1.25 -2.13
C -1.42 -2.43 -1.66
C -2.64 -2.05 -1.00
H -1.08 -3.46 -1.79
C -2.72 -0.62 -1.03
C -1.53 -0.12 -1.69
H -1.38 0.91 -2.01
H 0.06 -1.21 -2.84
H -3.45 -2.73 -0.74
H -3.53 -0.03 -0.61
Ti -1.06 -1.25 0.31
Br 0.68 -2.78 0.71
C 3.12 1.18 -0.95
C 2.21 1.94 -1.73
C 1.91 1.20 -2.91
H 1.84 2.94 -1.47
C 2.63 -0.04 -2.86
C 3.38 -0.04 -1.64
H 4.13 -0.78 -1.36
H 3.53 1.47 0.00
H 1.15 1.45 -3.64
H 2.53 -0.86 -3.54
O 1.48 1.57 1.88
C 0.43 1.14 2.32
C -0.18 1.41 3.70
C -1.49 0.63 3.74
C -1.41 -0.20 2.50
O -2.08 -1.23 2.08
N -0.46 0.28 1.64
H 0.49 1.11 4.53
H -0.35 2.48 3.87
H -1.65 0.09 4.69
H -2.38 1.28 3.66
```

Summary:
**Multiplicity**: 2
**Kohn-Sham gap (alpha / beta)**: 4.488 / 4.487 eV
**Max |F|**: 2.3 eV/A
**Net charge**: -1
**Molar mass**: 356.0 g mol⁻¹
**<S²>**: 0.753

These are the Löwdin partial charges, in e, on atoms 1 to 8: C -0.119; C -0.225; C -0.225; H 0.100; C -0.202; C -0.141; H 0.115; H 0.111

DFT (ωB97M-V with the def2-TZVPD basis set) results for C14H16ClNV as an isolated structure in a non-equilibrium geometry.

XYZ file:
```
33
Properties=species:S:1:pos:R:3
C -0.89 0.89 -3.00
C 0.51 1.00 -2.74
C 0.69 1.90 -1.65
C -0.58 2.34 -1.24
C -1.56 1.73 -2.05
V -0.64 -0.24 -1.19
N -2.22 -0.83 -1.44
C -0.59 -2.11 -1.73
C 0.73 -1.41 -1.43
H 1.65 2.26 -1.27
H 1.31 0.55 -3.33
H -0.77 3.11 -0.48
H -2.65 1.93 -2.02
H -1.35 0.39 -3.85
H 1.32 -1.42 -2.33
H -0.86 -2.91 -1.09
H -3.05 -1.45 -1.64
H 1.16 -1.86 -0.56
H -0.76 -2.41 -2.74
Cl 0.23 2.73 2.47
C 0.63 1.08 2.70
C 1.52 0.74 3.71
C 1.93 -0.59 3.88
C 1.44 -1.57 3.01
C 0.52 -1.24 2.02
C 0.06 0.07 1.85
C -0.97 0.38 0.86
H 1.90 1.52 4.37
H 2.63 -0.85 4.67
H 1.77 -2.60 3.11
H 0.12 -2.04 1.38
H -1.73 -0.42 0.75
H -1.47 1.34 1.00
```

Summary:
**Multiplicity**: 3
**Kohn-Sham gap (alpha / beta)**: 5.584 / 6.732 eV
**Max |F|**: 7.8 eV/A
**Net charge**: -1
**Molar mass**: 284.7 g mol⁻¹
**<S²>**: 2.017

These are the Löwdin partial charges, in e, on atoms 1 to 8: C -0.237; C -0.208; C -0.143; C -0.178; C -0.195; V 0.552; N -0.173; C -0.256

DFT (ωB97M-V with the def2-TZVPD basis set) results for a 2-piece molecular cluster, C4H10NO2S overall.

XYZ file:
```
18
Properties=species:S:1:pos:R:3
C 0.55 1.39 -0.54
C 1.33 0.50 -1.54
S 1.68 -1.16 -0.87
C -0.87 0.95 -0.32
N -1.19 0.47 0.93
C -0.24 -0.08 1.88
O -1.75 1.07 -1.16
H 1.12 1.36 0.39
H 0.57 2.42 -0.92
H 0.86 0.52 -2.53
H 2.31 0.98 -1.61
H -2.10 0.04 0.93
H 0.60 -0.55 1.37
H -0.70 -0.86 2.50
H 0.08 0.70 2.58
H -1.38 -2.19 -0.57
H 0.04 -2.61 -0.28
O -0.89 -2.95 -0.24
```

Summary:
**Relative energy (zero: lowest compared OMol25 entry of this formula, charge and spin)**: 14.6 kcal/mol
**Kohn-Sham gap**: 6.908 eV
**Max |F|**: 0.9 eV/A
**Net charge**: -1
**Molar mass**: 136.2 g mol⁻¹

These are the Löwdin partial charges, in e, on atoms 1 to 8: C -0.224; C -0.692; S 0.295; C -0.529; N 0.006; C -0.136; O 0.013; H 0.085

DFT (ωB97M-V with the def2-TZVPD basis set) results for C6H3CrFO8 as an isolated structure in a non-equilibrium geometry.

XYZ file:
```
19
Properties=species:S:1:pos:R:3
C 0.90 2.34 -0.49
C -0.28 2.92 -1.28
O 0.30 3.85 -2.18
C 1.63 3.68 -2.23
O 2.03 2.78 -1.33
O 2.34 4.21 -3.04
O 0.94 1.08 -0.25
F 1.06 3.09 0.68
H -1.00 3.43 -0.64
O 0.30 -1.75 1.51
C -0.46 -2.77 1.41
C -1.57 -3.12 0.73
O -2.01 -4.36 1.23
C -1.10 -4.80 2.09
O -1.07 -5.90 2.57
O -0.16 -3.86 2.26
Cr 0.93 -0.17 1.01
H -2.00 -2.77 -0.20
H -0.80 2.11 -1.85
```

Summary:
**Multiplicity**: 4
**Kohn-Sham gap (alpha / beta)**: 5.805 / 5.529 eV
**Max |F|**: 5.7 eV/A
**Net charge**: +1
**Molar mass**: 274.1 g mol⁻¹
**<S²>**: 3.918

These are the Löwdin partial charges, in e, on atoms 1 to 8: C -0.573; C -0.010; O 0.107; C -0.556; O 0.177; O 0.199; O -0.116; F 0.084

DFT (ωB97M-V with the def2-TZVPD basis set) results for a 2-piece molecular cluster, C3H6OS overall in a non-equilibrium geometry.

XYZ file:
```
11
Properties=species:S:1:pos:R:3
C -2.00 -0.24 -0.53
C -0.88 0.40 -0.67
C 1.45 0.28 0.70
O 2.27 -0.13 -0.32
S 0.95 -0.80 1.96
H -2.72 -0.15 -1.37
H -2.33 -0.83 0.32
H -0.62 1.19 -1.29
H 1.30 1.35 1.03
H 2.25 0.45 -1.11
H 1.25 -1.86 1.05
```

Summary:
**Relative energy (zero: lowest compared OMol25 entry of this formula, charge and spin)**: 124.3 kcal/mol
**Kohn-Sham gap (alpha / beta)**: 8.692 / 7.257 eV
**Max |F|**: 2.9 eV/A
**Molar mass**: 90.1 g mol⁻¹

These are the Löwdin partial charges, in e, on atoms 1 to 8: C -0.125; C -0.037; C -0.688; O -0.102; S 0.716; H 0.056; H 0.037; H 0.002

DFT (ωB97M-V with the def2-TZVPD basis set) results for a 10-piece molecular cluster, C44H115N11O17 overall in a non-equilibrium geometry.

XYZ file:
```
187
Properties=species:S:1:pos:R:3
C 3.65 -0.26 -6.05
O 2.67 0.76 -6.11
C 2.71 1.50 -7.33
C 1.99 2.85 -7.16
N 0.52 2.79 -7.13
C 0.05 2.05 -5.95
C -1.45 2.04 -5.84
O -2.05 1.39 -6.94
C -3.37 1.83 -7.19
H 3.40 -1.06 -6.76
H 3.68 -0.61 -5.02
H 4.65 0.11 -6.31
H 2.28 0.93 -8.16
H 3.77 1.69 -7.57
H 2.24 3.42 -8.06
H 2.38 3.38 -6.30
H 0.21 2.28 -7.95
H 0.46 2.53 -5.06
H 0.42 1.02 -6.03
H -1.77 3.09 -5.80
H -1.75 1.58 -4.89
H -3.41 2.92 -7.24
H -4.09 1.45 -6.46
H -3.66 1.36 -8.13
C -5.72 -5.07 -2.03
O -6.35 -4.53 -0.91
C -7.68 -4.97 -0.67
C -7.99 -4.52 0.74
N -8.13 -3.07 0.83
C -8.13 -2.64 2.23
C -7.95 -1.15 2.32
O -6.59 -0.82 2.03
C -6.35 0.55 2.13
H -5.55 -6.15 -1.92
H -4.71 -4.66 -2.15
H -6.23 -4.90 -2.99
H -7.78 -6.06 -0.75
H -8.35 -4.53 -1.42
H -7.17 -4.88 1.38
H -8.90 -5.02 1.09
H -7.28 -2.70 0.41
H -7.26 -3.08 2.74
H -9.03 -2.94 2.76
H -8.15 -0.84 3.35
H -8.57 -0.58 1.61
H -6.32 0.94 3.16
H -7.15 1.11 1.62
H -5.42 0.82 1.63
C 3.47 5.04 -1.41
O 4.25 5.00 -0.22
C 3.51 5.26 0.95
C 2.32 4.32 1.19
N 1.29 4.96 1.99
C 0.22 4.08 2.41
C -0.91 4.86 3.05
O -1.77 5.32 2.00
C -2.45 6.53 2.29
H 2.87 5.96 -1.41
H 2.92 4.11 -1.54
H 4.16 5.15 -2.25
H 3.15 6.30 0.97
H 4.22 5.14 1.77
H 2.72 3.46 1.74
H 1.86 3.98 0.25
H 0.94 5.84 1.62
H 0.58 3.35 3.12
H -0.20 3.51 1.56
H -0.47 5.67 3.64
H -1.52 4.22 3.70
H -2.84 6.96 1.37
H -1.78 7.25 2.78
H -3.29 6.33 2.96
C 3.14 -4.08 -4.37
O 3.77 -3.04 -3.66
C 2.94 -2.56 -2.61
C 3.73 -1.58 -1.76
N 4.49 -2.31 -0.74
C 5.31 -1.45 0.08
C 4.52 -0.64 1.11
O 3.67 0.36 0.64
C 4.29 1.46 0.05
H 3.78 -4.27 -5.24
H 2.15 -3.85 -4.77
H 3.07 -4.99 -3.76
H 2.55 -3.38 -2.00
H 2.05 -2.07 -3.04
H 3.00 -0.88 -1.34
H 4.43 -1.01 -2.39
H 5.05 -3.04 -1.17
H 5.98 -0.77 -0.48
H 6.05 -2.02 0.66
H 5.29 -0.26 1.82
H 3.97 -1.37 1.71
H 4.99 1.19 -0.76
H 4.86 2.06 0.78
H 3.65 2.20 -0.42
C 1.91 1.36 -2.52
O 1.86 1.82 -1.19
C 0.75 1.48 -0.40
C 0.41 0.00 -0.26
N 1.31 -0.69 0.68
C 1.10 -0.32 2.08
C -0.30 -0.53 2.60
O -1.07 0.61 2.28
C -2.42 0.51 2.65
H 2.35 2.16 -3.12
H 0.95 1.10 -2.97
H 2.62 0.53 -2.63
H -0.11 2.10 -0.68
H 0.97 1.84 0.61
H 0.63 -0.45 -1.24
H -0.62 -0.12 0.05
H 2.25 -0.39 0.42
H 1.42 0.71 2.30
H 1.77 -0.96 2.67
H -0.27 -0.66 3.69
H -0.68 -1.46 2.13
H -2.59 0.53 3.73
H -2.86 -0.39 2.18
H -3.01 1.33 2.22
C -1.61 -5.83 -4.60
O -0.27 -5.81 -4.24
C -0.01 -6.21 -2.91
C 0.05 -5.04 -1.93
N -1.26 -4.44 -1.70
C -1.18 -3.35 -0.74
C -2.53 -3.03 -0.15
O -2.95 -4.07 0.70
C -4.16 -3.73 1.34
H -1.73 -5.75 -5.68
H -2.21 -5.00 -4.19
H -2.13 -6.76 -4.31
H 0.96 -6.71 -2.91
H -0.76 -6.93 -2.56
H 0.70 -4.30 -2.42
H 0.54 -5.35 -1.00
H -1.87 -5.14 -1.28
H -0.74 -2.46 -1.20
H -0.54 -3.58 0.13
H -3.27 -2.90 -0.97
H -2.49 -2.07 0.38
H -4.50 -4.57 1.94
H -4.94 -3.50 0.61
H -4.02 -2.86 1.99
C 1.16 -3.14 4.98
O 1.28 -1.84 5.53
C 2.59 -1.63 6.02
C 2.75 -0.23 6.58
N 2.77 0.83 5.57
C 3.96 0.84 4.74
C 3.83 1.94 3.68
O 3.98 3.23 4.24
C 5.28 3.56 4.67
H 1.39 -3.91 5.73
H 1.80 -3.33 4.11
H 0.12 -3.28 4.69
H 3.34 -1.89 5.27
H 2.80 -2.28 6.87
H 3.67 -0.25 7.18
H 1.94 0.00 7.28
H 2.74 1.72 6.07
H 4.11 -0.09 4.19
H 4.87 1.00 5.33
H 2.84 1.84 3.23
H 4.63 1.79 2.94
H 5.28 4.63 4.88
H 6.03 3.41 3.88
H 5.54 2.99 5.57
N -0.60 0.26 6.51
C -0.75 1.54 6.03
N 0.25 1.85 5.13
O -1.65 2.30 6.35
H 0.20 -0.25 6.19
H -1.23 -0.08 7.21
H 0.26 2.73 4.66
H 0.99 1.17 5.06
N -0.18 5.13 -1.45
C -1.38 4.59 -1.84
N -2.16 4.17 -0.81
O -1.72 4.58 -3.02
H 0.53 5.28 -2.14
H 0.07 5.20 -0.48
H -3.06 3.77 -0.99
H -1.85 4.41 0.12
O 2.35 -3.34 0.83
H 1.87 -2.49 0.78
H 3.19 -3.13 0.42
```

Summary:
**Relative energy (zero: lowest compared OMol25 entry of this formula, charge and spin)**: 0.0 kcal/mol
**Kohn-Sham gap**: 8.850 eV
**Max |F|**: 2.4 eV/A
**Molar mass**: 1070.5 g mol⁻¹

These are the Löwdin partial charges, in e, on atoms 1 to 8: C -0.096; O -0.225; C -0.222; C -0.203; N -0.048; C -0.214; C -0.238; O -0.187

DFT (ωB97M-V with the def2-TZVPD basis set) results for a 3-piece molecular cluster, C3H12O2S2 overall in a non-equilibrium geometry.

XYZ file:
```
19
Properties=species:S:1:pos:R:3
C 1.62 0.91 0.75
C 1.42 -0.36 -0.08
C 0.11 -1.12 0.21
S -1.21 -0.04 -0.41
S -2.95 -0.74 0.57
H 1.24 0.78 1.77
H 2.71 1.04 0.86
H 1.22 1.78 0.24
H 2.24 -1.09 0.12
H 1.33 -0.08 -1.16
H 0.14 -1.43 1.23
H 0.04 -2.10 -0.27
H -3.35 -1.49 -0.52
O -2.67 -2.28 -5.09
H -3.35 -2.90 -5.40
H -2.27 -1.94 -5.91
O 1.05 3.96 4.17
H 0.69 3.33 4.80
H 1.99 3.75 4.11
```

Summary:
**Relative energy (zero: lowest compared OMol25 entry of this formula, charge and spin)**: 22.5 kcal/mol
**Kohn-Sham gap**: 9.450 eV
**Max |F|**: 1.5 eV/A
**Molar mass**: 144.3 g mol⁻¹

These are the Löwdin partial charges, in e, on atoms 1 to 8: C -0.136; C -0.351; C -0.590; S 0.436; S 0.286; H 0.075; H 0.068; H 0.063

DFT (ωB97M-V with the def2-TZVPD basis set) results for a 2-piece molecular cluster, C4H7N3O overall.

XYZ file:
```
15
Properties=species:S:1:pos:R:3
C -0.94 0.94 0.23
C -1.33 -0.13 1.20
N 1.49 -1.82 0.43
O -1.67 1.24 -0.79
N 0.57 -1.33 1.23
N -0.53 -1.18 0.59
C 1.23 0.29 -1.27
C 1.49 1.18 -2.07
H -2.40 0.61 -0.92
H -0.08 1.58 0.38
H 1.47 -1.21 -0.48
H 2.38 -1.87 0.92
H -1.03 0.13 2.22
H -2.40 -0.35 1.14
H 1.74 1.91 -2.80
```

Summary:
**Relative energy (zero: lowest compared OMol25 entry of this formula, charge and spin)**: 192.3 kcal/mol
**Kohn-Sham gap**: 7.409 eV
**Max |F|**: 0.6 eV/A
**Molar mass**: 113.1 g mol⁻¹

These are the Löwdin partial charges, in e, on atoms 1 to 8: C -0.080; C -0.195; N 0.010; O 0.141; N -0.111; N -0.050; C -0.179; C -0.108

DFT (ωB97M-V with the def2-TZVPD basis set) results for C32H53BBrN6O2Ti as an isolated structure in a non-equilibrium geometry.

XYZ file:
```
96
Properties=species:S:1:pos:R:3
Ti -0.18 -0.09 -0.35
C -0.58 -1.88 1.24
C -0.13 -1.40 2.50
C 1.29 -1.16 2.40
C 1.64 -1.60 1.12
C 0.53 -2.09 0.38
C 0.61 -3.38 -0.48
C -0.67 -3.59 -1.30
C 1.85 -3.41 -1.37
C 0.73 -4.55 0.51
C 2.35 -0.60 3.36
C 2.24 0.92 3.54
C 3.75 -0.84 2.76
C 2.35 -1.32 4.71
C -1.08 -1.43 3.71
C -0.85 -2.79 4.40
C -0.93 -0.31 4.75
C -2.55 -1.39 3.25
H -1.50 -2.41 1.11
H 2.65 -1.61 0.74
H -0.97 -2.72 -1.87
H -1.50 -3.88 -0.65
H -0.52 -4.40 -2.02
H 1.84 -2.67 -2.18
H 1.92 -4.39 -1.84
H 2.76 -3.27 -0.79
H -0.11 -4.57 1.21
H 1.66 -4.50 1.09
H 0.73 -5.50 -0.03
H 2.45 1.42 2.59
H 2.99 1.28 4.25
H 1.27 1.26 3.90
H 3.89 -0.30 1.82
H 3.95 -1.90 2.59
H 4.50 -0.48 3.46
H 1.46 -1.14 5.32
H 3.21 -0.98 5.30
H 2.45 -2.40 4.58
H 0.14 -2.87 4.84
H -0.96 -3.61 3.68
H -1.60 -2.92 5.18
H 0.09 -0.14 5.08
H -1.52 -0.57 5.63
H -1.33 0.65 4.40
H -2.83 -2.27 2.68
H -2.77 -0.50 2.65
H -3.19 -1.36 4.14
N -0.54 1.26 1.47
C -1.24 2.48 1.03
C -1.05 2.61 -0.45
O -1.70 3.36 -1.13
O -0.09 1.77 -0.90
H -0.93 0.88 2.31
H 0.43 1.48 1.70
H -0.89 3.38 1.52
H -2.31 2.38 1.23
B 0.63 -1.25 -4.72
C 0.57 -0.88 -3.21
N 0.53 -0.59 -2.08
H -0.54 -1.48 -5.02
H 1.33 -2.24 -4.80
H 1.08 -0.28 -5.31
C -3.12 1.24 -4.94
C -1.81 1.70 -4.36
N -1.59 1.03 -3.08
C -2.52 0.51 -2.29
N -2.11 -0.07 -1.11
C -3.21 -0.58 -0.24
C -4.38 -1.11 -1.03
C -4.90 0.00 -1.90
N -3.80 0.56 -2.69
C -4.17 1.37 -3.86
H -3.05 0.19 -5.25
H -3.38 1.84 -5.81
H -1.81 2.78 -4.20
H -0.97 1.44 -5.00
H -0.71 1.24 -2.61
H -3.55 0.20 0.44
H -2.82 -1.37 0.37
H -5.16 -1.45 -0.36
H -4.06 -1.95 -1.65
H -5.35 0.79 -1.29
H -5.66 -0.34 -2.60
H -4.29 2.41 -3.56
H -5.14 1.01 -4.20
Br 5.96 2.98 -2.17
C 4.52 2.11 -1.37
C 4.30 0.77 -1.61
C 3.20 0.18 -1.01
N 2.34 0.83 -0.22
C 2.58 2.13 -0.02
C 3.66 2.81 -0.55
H 4.95 0.19 -2.26
H 3.00 -0.87 -1.19
H 1.88 2.67 0.61
H 3.80 3.86 -0.34
```

Summary:
**Relative energy (zero: lowest compared OMol25 entry of this formula, charge and spin)**: 11.9 kcal/mol
**Kohn-Sham gap**: 7.102 eV
**Max |F|**: 1.9 eV/A
**Net charge**: +1
**Molar mass**: 692.4 g mol⁻¹

These are the Löwdin partial charges, in e, on atoms 1 to 8: Ti 1.171; C -0.147; C -0.093; C -0.084; C -0.033; C -0.346; C -0.528; C -0.031

DFT (ωB97M-V with the def2-TZVPD basis set) results for one molecule with the formula C18H26N2O3.

XYZ file:
```
49
Properties=species:S:1:pos:R:3
O 4.19 2.18 1.11
C 3.95 1.02 0.83
C 2.56 0.50 0.64
C 1.79 0.97 -0.41
C 0.49 0.53 -0.59
C -0.07 -0.38 0.30
O -1.32 -0.90 0.23
C -2.23 -0.47 -0.78
C -2.84 0.90 -0.45
C -3.90 1.25 -1.50
N -4.93 0.26 -1.69
C -6.14 0.38 -0.93
C -6.09 0.14 0.59
O -7.41 0.30 1.07
C -4.39 -1.07 -1.90
C -3.34 -1.51 -0.86
C 0.70 -0.83 1.37
C 1.99 -0.40 1.54
N 4.93 0.10 0.68
C 4.76 -1.24 0.15
C 6.19 -1.77 -0.01
C 7.01 -0.50 -0.21
C 6.33 0.48 0.75
H 2.21 1.68 -1.10
H -0.07 0.91 -1.43
H -1.71 -0.42 -1.75
H -3.29 0.83 0.55
H -2.07 1.67 -0.42
H -3.39 1.38 -2.47
H -4.37 2.20 -1.25
H -6.87 -0.31 -1.35
H -6.53 1.40 -1.08
H -5.43 0.86 1.08
H -5.73 -0.88 0.80
H -7.43 0.16 2.02
H -3.91 -1.07 -2.89
H -5.21 -1.78 -1.92
H -2.92 -2.47 -1.15
H -3.79 -1.61 0.13
H 0.25 -1.52 2.07
H 2.57 -0.75 2.39
H 4.16 -1.86 0.82
H 4.24 -1.19 -0.82
H 6.28 -2.46 -0.84
H 6.50 -2.27 0.90
H 8.06 -0.64 0.02
H 6.92 -0.14 -1.24
H 6.44 1.53 0.47
H 6.70 0.35 1.77
```

Summary:
**Relative energy (zero: lowest compared OMol25 entry of this formula, charge and spin)**: 50.7 kcal/mol
**Kohn-Sham gap**: 9.073 eV
**Max |F|**: 0.6 eV/A
**Molar mass**: 318.4 g mol⁻¹

These are the Löwdin partial charges, in e, on atoms 1 to 8: O 0.072; C -0.438; C -0.162; C -0.010; C -0.009; C -0.255; O -0.011; C -0.337

- Which value of max |F| does entry 4 give?
  5.7 eV/A

- The highest molar mass belongs to which entry?
  C44H115N11O17

What did the first record say?
DFT (ωB97M-V with the def2-TZVPD basis set) results for C14H14BrNO2Ti as an isolated structure in a non-equilibrium geometry.

XYZ file:
```
33
Properties=species:S:1:pos:R:3
C -0.77 -1.25 -2.13
C -1.42 -2.43 -1.66
C -2.64 -2.05 -1.00
H -1.08 -3.46 -1.79
C -2.72 -0.62 -1.03
C -1.53 -0.12 -1.69
H -1.38 0.91 -2.01
H 0.06 -1.21 -2.84
H -3.45 -2.73 -0.74
H -3.53 -0.03 -0.61
Ti -1.06 -1.25 0.31
Br 0.68 -2.78 0.71
C 3.12 1.18 -0.95
C 2.21 1.94 -1.73
C 1.91 1.20 -2.91
H 1.84 2.94 -1.47
C 2.63 -0.04 -2.86
C 3.38 -0.04 -1.64
H 4.13 -0.78 -1.36
H 3.53 1.47 0.00
H 1.15 1.45 -3.64
H 2.53 -0.86 -3.54
O 1.48 1.57 1.88
C 0.43 1.14 2.32
C -0.18 1.41 3.70
C -1.49 0.63 3.74
C -1.41 -0.20 2.50
O -2.08 -1.23 2.08
N -0.46 0.28 1.64
H 0.49 1.11 4.53
H -0.35 2.48 3.87
H -1.65 0.09 4.69
H -2.38 1.28 3.66
```

Summary:
**Multiplicity**: 2
**Kohn-Sham gap (alpha / beta)**: 4.488 / 4.487 eV
**Max |F|**: 2.3 eV/A
**Net charge**: -1
**Molar mass**: 356.0 g mol⁻¹
**<S²>**: 0.753

These are the Löwdin partial charges, in e, on atoms 1 to 8: C -0.119; C -0.225; C -0.225; H 0.100; C -0.202; C -0.141; H 0.115; H 0.111